C22H24AsClI2O2PV | ωB97M-V with the def2-TZVPD basis set

Last column: Löwdin spin population.
Element x y z (Å)
I 3.58735 1.77236 -3.39425  1.040
I 0.96858 -2.14407 -2.62625  -0.079
V -0.16881 0.02415 -1.99562  0.010
P -0.72540 0.39899 -4.35144  0.005
C 0.60557 0.25083 -5.56328  0.003
C -1.85972 -0.98230 -4.67704  0.002
H -2.59097 1.90648 -4.19507  0.000
H -1.95426 1.80637 -5.87288  0.000
H -1.09050 2.76154 -4.62468  0.000
C -1.68662 1.86182 -4.81015  -0.001
H -2.63974 -1.00682 -3.90692  0.000
H -2.31870 -0.82033 -5.66029  0.000
H 0.16416 0.37287 -6.56181  0.000
H 1.09219 -0.72727 -5.46035  0.000
H -1.32276 -1.93732 -4.66038  -0.001
H 1.35981 1.02184 -5.35929  0.003
C 0.63413 1.68366 -1.93354  0.003
O 0.92635 2.79289 -1.68838  -0.002
Cl -2.34384 0.60177 -1.68296  0.002
O -0.16227 -0.84059 -0.15092  0.001
As 0.13467 -0.45142 1.45519  0.000
C -1.52560 0.18332 2.20223  0.001
C -2.25419 -0.66727 3.05126  0.000
C -3.49892 -0.24896 3.53498  0.002
C -4.01462 0.99985 3.16784  0.000
C -3.29449 1.83230 2.30352  0.000
C -2.04954 1.42254 1.81209  0.002
C 0.76418 -2.10126 2.19629  0.000
C 1.83175 -2.05172 3.10020  0.000
C 2.22643 -3.21500 3.76521  0.000
C 1.54293 -4.41084 3.52264  0.000
C 0.47323 -4.46393 2.62352  0.000
C 0.09058 -3.30389 1.93926  0.000
C 1.52717 0.85698 1.43701  0.000
C 2.69837 0.65570 0.69793  0.001
C 3.60380 1.71432 0.55797  0.004
C 3.39844 2.90351 1.26778  0.002
C 2.27174 3.05511 2.08637  0.000
C 1.31195 2.03892 2.14936  0.001
H -1.86222 -1.64698 3.32893  0.000
H -4.08750 -0.90878 4.17743  0.000
H -4.99383 1.31420 3.52759  0.000
H -3.70266 2.79843 1.99612  0.000
H -1.50074 2.05343 1.11441  0.000
H 2.33421 -1.10369 3.28026  0.000
H 3.06170 -3.17424 4.46909  0.000
H 1.82502 -5.29874 4.07856  0.000
H -0.05888 -5.40403 2.45476  0.000
H -0.72734 -3.33497 1.21866  0.000
H 2.89640 -0.29633 0.20030  0.000
H 4.44919 1.61596 -0.13109  0.001
H 4.12278 3.71624 1.17612  0.000
H 2.11430 3.97875 2.65174  0.000
H 0.41714 2.14562 2.76198  0.000

Energy   -5578.7718 a.u.
HOMO energy (spin up / spin down)   -16.90 / -16.90 eV
⟨S²⟩   0.81
Net charge   +3
Gap between HOMO and LUMO (spin up / spin down)   2.9546 / 2.8706 eV
LUMO level (spin up / spin down)   -0.5125 / -0.5156 hartree
Multiplicity   2

***

C22H24AsCuOS2 | ωB97M-V with the def2-TZVPD basis set

Last column: Löwdin charge in e.
Element x y z (Å)
Cu 11.23073 7.03461 9.03826  -0.106
S 9.47518 5.84816 9.04515  0.558
C 8.25362 6.72490 8.16322  -0.709
C 7.06765 6.07370 7.66176  -0.104
C 6.12045 6.80916 6.95933  -0.100
C 6.34070 8.18684 6.72488  -0.093
C 7.44728 8.88012 7.29508  -0.083
C 8.36671 8.07696 7.96378  -0.436
As 9.74588 8.86717 9.02644  1.289
C 9.00961 9.47135 10.74184  -0.353
C 8.17386 8.67193 11.46760  -0.106
C 7.66093 9.09446 12.72065  -0.079
C 7.96591 10.35111 13.23669  -0.088
C 8.90023 11.13099 12.52383  -0.083
C 9.37617 10.70132 11.28831  -0.122
C 10.10349 10.65521 8.27880  -0.368
C 9.17852 11.70928 8.33564  -0.147
C 9.46292 12.91449 7.77280  -0.099
C 10.69988 13.18074 7.21126  -0.084
C 11.63821 12.13848 7.14310  -0.082
C 11.37921 10.88237 7.74476  -0.105
H 6.98822 4.98702 7.68708  0.096
H 5.24667 6.28418 6.53947  0.105
H 5.56814 8.70691 6.18243  0.083
H 7.61143 9.95866 7.13268  0.093
H 7.85244 7.67599 11.09163  0.106
H 6.95095 8.44646 13.24749  0.103
H 7.48278 10.78046 14.08926  0.090
H 9.34534 12.02894 12.93600  0.098
H 10.00546 11.38827 10.73200  0.093
H 8.22227 11.58015 8.80457  0.106
H 8.74273 13.74472 7.72342  0.114
H 10.98250 14.12091 6.81947  0.087
H 12.62123 12.31109 6.73806  0.089
H 12.06084 10.03647 7.46624  0.092
C 15.64928 8.76370 10.41289  -0.139
C 15.54857 8.44562 8.97111  -0.376
S 14.02930 7.60506 8.27395  1.013
O 12.98012 7.50648 9.49549  -0.637
C 14.53625 5.90200 7.87971  -0.384
C 13.96445 4.78662 8.77162  -0.112
H 16.39389 9.53908 10.59714  0.081
H 15.96019 7.90159 11.03921  0.092
H 14.69326 9.14579 10.81696  0.086
H 16.36441 7.81010 8.60106  0.082
H 15.49576 9.35522 8.35354  0.079
H 15.60929 5.88392 7.95242  0.065
H 14.35878 5.77270 6.82647  0.075
H 14.67478 3.96403 8.95325  0.084
H 13.01254 4.40513 8.34837  0.084
H 13.75036 5.25967 9.71586  0.052

Energy   -5600.5102 a.u.
HOMO energy   -6.41 eV
ΔE to the lowest compared entry with this formula, charge and spin   0.0 kJ/mol
Gap between HOMO and LUMO   6.5187 eV
LUMO level   0.0039 hartree
Multiplicity   1

***

C22H24BrN4O4SV | ωB97M-V with the def2-TZVPD basis set

Last column: Löwdin spin population.
Element x y z (Å)
V -0.35131 -0.34186 0.28756  1.099
O 2.61611 -0.32533 3.82522  0.000
C 1.77719 -0.46727 2.81362  0.000
O 1.62160 0.33217 1.91975  -0.002
C 0.99656 -1.73164 2.83670  0.001
C 1.22531 -2.77212 3.71342  0.000
C 0.43750 -3.91171 3.61010  0.004
C -0.55414 -3.95439 2.64748  -0.001
C -0.70804 -2.85771 1.82149  0.003
N 0.04929 -1.77052 1.89769  -0.009
C -1.74357 -2.77327 0.74960  0.000
O -2.57511 -3.59296 0.53448  -0.003
O -1.62046 -1.60363 0.06642  -0.020
H 3.07282 0.52790 3.73193  0.000
H 2.00517 -2.68382 4.45553  0.000
H 0.59753 -4.74931 4.27502  0.000
H -1.21328 -4.80180 2.51897  0.000
S -1.37213 0.95490 2.00191  -0.039
C -2.28572 2.30504 1.30236  0.004
C -2.97499 3.13234 2.19365  -0.002
C -3.71127 4.18212 1.68989  0.000
C -3.73682 4.39601 0.31573  -0.001
C -3.02330 3.53063 -0.48482  0.000
N -2.31116 2.49471 -0.01605  0.000
H -2.92526 2.93901 3.25614  -0.001
H -4.25636 4.83399 2.36010  0.000
H -4.29969 5.20804 -0.12115  0.000
H -3.01427 3.66117 -1.56145  0.000
N 0.66877 1.59492 -0.21364  -0.012
C 0.78789 2.44842 -1.42668  -0.001
C 1.07837 1.70612 -2.72239  0.000
C -0.16911 1.25363 -3.47363  0.000
C -0.88249 0.04718 -2.90682  0.001
N -1.38478 0.24979 -1.51657  -0.007
H 0.33644 2.17639 0.55077  0.001
H 1.60893 1.33236 0.06266  0.001
H 1.58198 3.17055 -1.22889  -0.001
H -0.13885 3.01324 -1.51127  0.000
H 1.74327 0.85859 -2.53012  0.000
H 1.63094 2.38769 -3.37051  0.000
H 0.09818 1.00783 -4.50330  0.000
H -0.87297 2.09177 -3.53633  0.000
H -0.22168 -0.81675 -2.91477  0.000
H -1.73933 -0.19071 -3.53803  -0.001
H -2.24509 -0.28280 -1.41836  0.001
H -1.65756 1.22560 -1.33095  0.002
Br 4.63902 -3.73372 -2.73618  0.005
C 3.31286 -2.71684 -1.87145  0.018
C 1.98676 -3.09977 -1.95762  -0.006
C 1.01565 -2.34139 -1.31463  0.009
C 1.32995 -1.19099 -0.57273  -0.048
C 2.68242 -0.84578 -0.51191  0.010
C 3.66696 -1.58872 -1.15203  -0.004
H 1.70768 -3.97939 -2.52202  -0.001
H -0.00957 -2.67584 -1.41955  0.000
H 3.01876 0.02630 0.03631  0.000
H 4.70435 -1.28840 -1.09066  -0.001

Energy   -5288.8292 a.u.
HOMO energy (spin up / spin down)   -10.97 / -11.02 eV
⟨S²⟩   0.78
Net charge   +1
Gap between HOMO and LUMO (spin up / spin down)   6.7916 / 7.0284 eV
LUMO level (spin up / spin down)   -0.1534 / -0.1466 hartree
Multiplicity   2

***

C22H24Cl3GeN6O2PTi | ωB97M-V with the def2-TZVPD basis set

Last column: Löwdin spin population.
Element x y z (Å)
Ti 0.21866 -0.29316 -0.65174  0.007
C 1.32510 0.51225 7.43008  0.084
C 0.35036 1.41899 7.02021  0.002
C 0.01698 1.51628 5.68518  0.053
C 0.68536 0.70874 4.74588  0.077
C 1.65442 -0.22311 5.17154  0.053
C 1.97604 -0.30717 6.50824  -0.001
P 0.27369 0.77307 3.04968  0.427
C -0.87786 2.06057 2.61239  0.058
C -2.22342 1.92801 2.96927  0.024
C -3.11758 2.94223 2.66700  -0.003
C -2.67813 4.08026 2.00156  0.024
C -1.34225 4.21370 1.63712  0.002
C -0.43849 3.20654 1.93735  0.025
C 1.69786 0.82897 1.96673  0.051
C 2.92875 1.25912 2.46550  0.031
C 4.02292 1.39938 1.61800  -0.002
C 3.89171 1.13267 0.26572  0.023
C 2.65935 0.71412 -0.23723  0.001
C 1.56445 0.53786 0.60274  0.018
H 1.57946 0.44083 8.47939  0.004
H -0.13974 2.05092 7.74777  -0.001
H -0.73053 2.22983 5.36378  0.002
H 2.14766 -0.86717 4.45303  0.001
H 2.72573 -1.00989 6.84434  -0.001
H -2.56510 1.04290 3.49356  0.002
H -4.15496 2.85357 2.95990  -0.001
H -3.37640 4.87620 1.77850  0.001
H -1.00215 5.11628 1.14665  0.000
H 0.60965 3.32869 1.68836  0.001
H 3.03521 1.49607 3.51670  0.001
H 4.97146 1.73101 2.01816  0.000
H 4.73617 1.24770 -0.40071  0.001
H 2.59846 0.51338 -1.30860  0.000
C -0.70520 0.17539 -5.24606  0.000
O -0.77717 1.32401 -4.32906  0.000
C -0.42370 1.16352 -3.10965  0.000
O -0.03532 0.07179 -2.61460  0.000
N -0.48238 2.24807 -2.32223  0.000
N -0.00119 2.04812 -1.02335  0.001
H -1.00768 0.58367 -6.20190  0.000
H -1.39562 -0.58898 -4.90368  0.000
H 0.31636 -0.18995 -5.27406  0.000
H -0.69941 3.16578 -2.68767  0.000
H -0.68028 2.37040 -0.33502  0.000
H 0.87289 2.55141 -0.88607  0.000
N -6.35980 -0.27290 -0.32202  0.000
C -5.10491 -0.65345 -0.17659  0.000
N -4.80754 -1.88816 0.21449  0.000
N -4.16529 0.28196 -0.44512  0.000
C -2.92240 0.12046 -0.34802  0.000
N -1.74606 0.09019 -0.30523  0.000
H -7.13911 -0.89597 -0.18075  0.000
H -6.54816 0.66504 -0.63925  0.000
H -5.52479 -2.57483 0.38953  0.000
H -3.85103 -2.19093 0.28959  0.000
Cl -0.17935 -1.91968 0.98196  0.029
Ge 1.07532 -4.02465 -0.14503  0.003
Cl 1.48020 -2.04431 -1.67332  0.001
Cl -0.70129 -4.67907 -1.14569  0.002

Energy   -5979.3349 a.u.
HOMO energy (spin up / spin down)   -16.06 / -17.00 eV
⟨S²⟩   0.77
ΔE to the lowest compared entry with this formula, charge and spin   0.0 kJ/mol
Net charge   +3
Gap between HOMO and LUMO (spin up / spin down)   6.4420 / 6.6533 eV
LUMO level (spin up / spin down)   -0.3536 / -0.3801 hartree
Multiplicity   2

***

| no. | largest force on an atom (eV Å⁻¹) |
| --- | --- |
| 1 | 10.364 |
| 2 | 3.815 |
| 3 | 1.574 |
| 4 | 0.347 |